1.
{
  "formula": "C12H25BrClO12P",
  "method": "wB97M-V/def2-TZVPD",
  "max_force_ev_per_a": 1.93,
  "charge": 0,
  "e_homo_ha": -0.364,
  "gap_ev": 9.152,
  "smiles": "COC(=O)OC.COC(=O)OC.COC(=O)OC.COC(=O)OC.ClPBr",
  "elements": ["Cl", "P", "Br", "H", "C", "O", "C", "O", "O", "C", "H", "H", "H", "H", "H", "H", "C", "O", "C", "O", "O", "C", "H", "H", "H", "H", "H", "H", "C", "O", "C", "O", "O", "C", "H", "H", "H", "H", "H", "H", "C", "O", "C", "O", "O", "C", "H", "H", "H", "H", "H", "H"],
  "positions_angstrom": [[3.10, -0.27, 0.72], [1.49, -1.52, 0.07], [-0.41, -0.42, 0.69], [1.47, -2.74, 0.82], [5.42, 0.97, -6.12], [5.40, 1.34, -4.74], [4.18, 1.24, -4.15], [3.15, 0.87, -4.70], [4.30, 1.61, -2.86], [3.09, 1.55, -2.11], [6.45, 1.09, -6.48], [5.14, -0.08, -6.24], [4.77, 1.63, -6.70], [2.71, 0.53, -2.08], [2.34, 2.23, -2.54], [3.30, 1.88, -1.09], [5.25, -2.17, 1.88], [5.94, -3.18, 1.15], [6.59, -4.09, 1.93], [6.61, -4.09, 3.15], [7.20, -4.99, 1.12], [7.92, -6.01, 1.81], [4.78, -1.50, 1.15], [4.47, -2.60, 2.51], [5.95, -1.58, 2.48], [7.24, -6.60, 2.44], [8.72, -5.57, 2.41], [8.36, -6.67, 1.07], [-7.08, -1.38, 0.32], [-6.32, -0.24, -0.07], [-5.11, -0.54, -0.60], [-4.65, -1.66, -0.77], [-4.50, 0.63, -0.93], [-3.20, 0.47, -1.51], [-8.03, -1.03, 0.74], [-7.30, -2.01, -0.55], [-6.56, -1.95, 1.09], [-3.27, -0.09, -2.45], [-2.52, -0.03, -0.81], [-2.81, 1.47, -1.72], [-4.90, 3.53, 0.67], [-4.92, 3.89, 2.05], [-6.14, 3.79, 2.63], [-7.17, 3.42, 2.09], [-6.02, 4.17, 3.93], [-7.23, 4.11, 4.68], [-3.87, 3.65, 0.31], [-5.18, 2.48, 0.55], [-5.55, 4.18, 0.09], [-7.61, 3.08, 4.71], [-7.98, 4.78, 4.25], [-7.02, 4.43, 5.70]],
  "mulliken_charge": [-0.232, 0.151, -0.081, 0.119, -0.611, -0.302, 0.744, -0.542, -0.304, -0.434, 0.219, 0.285, 0.287, 0.150, 0.311, 0.207, -0.284, -0.300, 0.744, -0.538, -0.308, -0.614, -0.076, 0.293, 0.319, 0.286, 0.287, 0.221, -0.648, -0.257, 0.700, -0.553, -0.213, -0.337, 0.221, 0.288, 0.292, 0.310, -0.058, 0.241, -0.356, -0.326, 0.765, -0.544, -0.318, -0.610, 0.203, 0.108, 0.306, 0.287, 0.284, 0.218]
}



2.
{
  "formula": "C12H25EuN2O2P2Se",
  "method": "wB97M-V/def2-TZVPD",
  "spin_multiplicity": 7,
  "max_force_ev_per_a": 3.11,
  "charge": 0,
  "e_homo_ha": [-0.120, -0.218],
  "gap_ev": [3.043, 5.585],
  "elements": ["C", "C", "N", "C", "C", "C", "C", "P", "Eu", "P", "C", "O", "O", "H", "H", "H", "C", "C", "H", "H", "H", "H", "C", "C", "H", "H", "H", "H", "H", "H", "H", "H", "H", "H", "H", "H", "H", "H", "H", "H", "H", "H", "Se", "C", "N"],
  "positions_angstrom": [[-0.77, 0.81, -3.16], [-0.91, 0.36, -1.80], [-0.02, 0.82, -0.84], [0.84, 1.80, -1.17], [0.88, 2.37, -2.44], [0.09, 1.85, -3.46], [-1.92, -0.57, -1.36], [-2.85, -0.71, 0.13], [0.42, -1.16, 0.69], [2.29, 1.36, 1.24], [1.72, 2.45, -0.12], [-0.29, -3.39, -2.17], [-0.28, -3.69, 0.85], [-1.45, 0.40, -3.91], [1.59, 3.18, -2.60], [0.22, 2.22, -4.46], [-4.18, 0.51, 0.15], [-3.48, -2.37, 0.46], [2.61, 2.88, -0.61], [1.17, 3.32, 0.32], [-1.16, -2.95, -2.35], [-2.44, -1.05, -2.22], [2.72, 2.55, 2.58], [3.96, 0.98, 0.58], [2.69, -1.86, 0.24], [0.23, -4.37, 1.34], [-0.51, -4.09, -0.02], [0.13, -3.33, -3.07], [-2.09, -0.33, 1.24], [3.21, -1.60, 0.72], [-5.02, 0.14, -0.47], [-4.52, 0.66, 1.19], [-3.75, 1.45, -0.23], [-4.36, -2.56, -0.18], [-2.70, -3.13, 0.29], [-3.80, -2.47, 1.52], [4.57, 1.88, 0.39], [4.46, 0.35, 1.33], [3.87, 0.40, -0.35], [3.75, 2.93, 2.48], [2.01, 3.38, 2.62], [2.64, 1.97, 3.51], [0.12, -0.42, 5.95], [0.16, -0.47, 4.20], [0.17, -0.49, 3.00]],
  "mulliken_charge": [-0.950, 1.036, -0.190, 0.520, -0.679, -0.672, -1.266, 0.534, 0.880, 0.623, -0.891, -0.558, -0.508, 0.318, 0.350, 0.412, -1.172, -0.983, 0.313, 0.389, 0.321, 0.467, -1.145, -1.461, -0.131, 0.254, 0.321, 0.292, -0.009, 0.162, 0.359, 0.414, 0.347, 0.392, 0.246, 0.364, 0.432, 0.374, 0.376, 0.343, 0.348, 0.327, -0.258, 0.081, -0.721]
}



3.
{
  "formula": "C12H25N3O3",
  "method": "wB97M-V/def2-TZVPD",
  "max_force_ev_per_a": 2.81,
  "charge": 0,
  "e_homo_ha": -0.338,
  "gap_ev": 9.794,
  "smiles": "CC[C@H](C)[C@H](N)C(=O)N[C@@H](CCCCN)C(=O)O",
  "elements": ["C", "C", "C", "C", "C", "C", "C", "C", "C", "C", "C", "C", "H", "H", "H", "H", "H", "H", "H", "H", "H", "H", "H", "H", "H", "H", "H", "H", "H", "H", "H", "H", "H", "H", "H", "H", "H", "N", "N", "N", "O", "O", "O"],
  "positions_angstrom": [[1.00, -1.37, 1.38], [0.00, -2.29, 0.61], [1.64, -0.36, 0.37], [2.10, 0.83, 1.19], [2.75, -0.95, -0.46], [2.23, -1.86, -1.57], [-1.72, -0.56, 0.88], [-2.66, -0.90, 1.96], [-2.57, 0.26, -0.08], [-1.74, 1.01, -1.09], [-1.23, 2.37, -0.64], [-0.30, 2.89, -1.66], [2.32, -2.94, 1.35], [2.66, -1.81, 2.44], [0.42, -0.77, 2.16], [0.81, -0.12, -0.30], [1.24, 1.35, 1.68], [2.76, 1.50, 0.64], [2.69, 0.46, 2.02], [3.47, -1.33, 0.28], [3.27, -0.11, -0.92], [1.28, -1.43, -1.96], [2.89, -1.86, -2.40], [1.99, -2.85, -1.24], [-1.95, -2.50, 0.09], [-0.91, 0.15, 1.12], [-3.13, 1.07, 0.41], [-3.22, -0.39, -0.63], [-2.31, 1.21, -1.98], [-0.92, 0.35, -1.48], [-2.03, 3.15, -0.50], [-0.69, 2.42, 0.31], [0.55, 2.21, -1.86], [0.14, 3.85, -1.33], [-0.28, 3.67, -3.53], [-1.25, 2.32, -3.43], [-3.28, -0.46, 3.59], [1.90, -2.30, 1.99], [-1.20, -1.80, 0.27], [-0.95, 3.20, -2.96], [0.33, -3.42, 0.37], [-3.50, -1.79, 1.91], [-2.57, -0.09, 3.02]],
  "mulliken_charge": [-0.013, -0.177, 2.269, -1.709, -1.047, -1.187, 1.312, 0.099, -1.509, -0.765, -0.242, -0.661, 0.266, 0.338, 0.545, -1.066, 0.319, 0.407, 0.394, 0.394, 0.457, 0.176, 0.509, 0.258, 0.398, -0.390, 0.412, 0.436, 0.431, 0.245, 0.452, 0.234, 0.271, 0.395, 0.239, 0.220, 0.362, -0.672, -0.043, -0.646, -0.661, -0.623, -0.428]
}



4.
{
  "formula": "C12H26BBrLaN2O6P2S2",
  "method": "wB97M-V/def2-TZVPD",
  "max_force_ev_per_a": 10.14,
  "charge": 3,
  "e_homo_ha": -0.573,
  "gap_ev": 2.341,
  "elements": ["C", "P", "C", "C", "O", "S", "O", "O", "C", "C", "C", "C", "Br", "C", "C", "C", "O", "O", "C", "P", "S", "C", "N", "B", "N", "O", "H", "H", "H", "H", "H", "H", "H", "H", "H", "H", "H", "H", "H", "H", "H", "H", "H", "H", "H", "H", "H", "H", "H", "H", "H", "H", "La"],
  "positions_angstrom": [[3.89, 2.15, -0.37], [2.84, 0.85, -1.19], [4.05, -0.18, -2.20], [2.22, -0.41, 0.11], [1.81, -1.66, -0.52], [0.82, -1.41, -1.80], [0.95, -2.58, -2.61], [-0.79, -1.42, -1.34], [-1.10, -0.40, -0.32], [-2.58, -0.76, 0.08], [-3.55, 0.42, 0.32], [-3.26, 1.26, 1.60], [-3.25, 0.22, 3.25], [-1.06, 0.95, -1.13], [-1.52, 0.93, -2.64], [-2.79, 0.21, -3.04], [-3.88, 0.59, -3.02], [-2.62, -1.15, -3.62], [-0.29, -0.52, 1.00], [-0.36, -2.25, 1.74], [-0.47, -3.76, 0.49], [1.13, 0.19, 1.09], [1.03, 1.69, 1.00], [1.74, 0.13, 2.61], [0.89, -0.02, 3.82], [3.11, 0.31, 2.85], [4.26, 1.87, 0.64], [3.35, 3.12, -0.34], [4.78, 2.28, -1.01], [3.83, -0.14, -3.28], [5.07, 0.22, -2.01], [4.02, -1.25, -1.90], [3.15, -0.71, 0.65], [-2.99, -1.36, -0.80], [-2.66, -1.42, 0.96], [-4.56, -0.03, 0.47], [-3.67, 1.14, -0.52], [-3.96, 2.12, 1.71], [-2.25, 1.70, 1.47], [-1.47, 1.82, -0.58], [0.02, 1.23, -1.24], [-0.68, 0.52, -3.24], [-1.60, 1.99, -2.96], [-2.63, -1.81, -2.90], [-0.87, 0.08, 1.74], [-1.57, -2.28, 2.51], [0.67, -2.55, 2.65], [1.84, 2.13, 1.44], [0.18, 1.99, 1.49], [0.88, -0.97, 4.19], [-0.04, 0.36, 3.70], [3.50, -0.50, 3.23], [-3.53, -2.90, -2.21]],
  "mulliken_charge": [-1.263, 0.436, -1.132, -0.448, -0.456, 0.926, -0.683, -0.704, 1.050, -1.202, -0.812, -0.535, -0.062, -0.326, -0.649, 0.116, -0.261, -0.621, 0.135, 0.002, -0.255, 0.035, -0.532, 0.633, -0.499, -0.541, 0.397, 0.345, 0.459, 0.353, 0.446, 0.348, 0.706, -0.146, 0.693, 0.587, 0.252, 0.571, 0.038, 0.757, -0.296, 0.474, 0.562, 0.421, -0.111, 0.150, 0.221, 0.363, 0.199, 0.277, 0.263, 0.336, 1.985]
}



5.
{
  "formula": "C12H26BN2O2P2Pd",
  "method": "wB97M-V/def2-TZVPD",
  "spin_multiplicity": 3,
  "max_force_ev_per_a": 2.03,
  "charge": 1,
  "e_homo_ha": [-0.393, -0.429],
  "gap_ev": [7.138, 5.272],
  "elements": ["Pd", "P", "C", "C", "N", "C", "C", "C", "C", "C", "P", "H", "H", "H", "H", "H", "H", "H", "H", "O", "H", "H", "O", "H", "C", "H", "H", "H", "C", "H", "H", "H", "C", "H", "H", "H", "C", "H", "H", "H", "B", "C", "N", "H", "H", "H"],
  "positions_angstrom": [[0.45, -0.39, 0.19], [0.22, -0.62, -2.08], [-0.64, -2.25, -2.27], [-1.18, -2.71, -0.93], [-0.84, -2.10, 0.22], [-1.14, -2.62, 1.44], [-1.76, -3.85, 1.57], [-2.20, -4.47, 0.39], [-1.97, -3.86, -0.85], [-0.81, -1.81, 2.67], [-0.68, -0.04, 2.19], [-2.25, -4.30, -1.80], [-1.94, -4.28, 2.56], [-2.56, -5.50, 0.42], [-1.57, -1.87, 3.46], [0.15, -2.02, 3.17], [-1.29, -2.28, -3.15], [0.16, -2.99, -2.56], [-5.20, 0.23, -1.70], [-5.80, -0.43, -2.08], [-5.27, -0.79, -2.81], [-2.12, 2.30, -0.17], [-2.82, 2.59, -0.77], [-3.66, 2.38, -0.31], [-2.38, 0.60, 2.28], [-2.76, 0.43, 3.30], [-2.39, 1.68, 2.08], [-3.04, 0.10, 1.56], [0.24, 0.90, 3.42], [0.18, 1.96, 3.15], [-0.16, 0.74, 4.42], [1.29, 0.59, 3.38], [1.71, -1.31, -2.86], [1.43, -1.64, -3.87], [2.49, -0.56, -2.87], [1.95, -2.19, -2.24], [-0.48, 0.68, -3.17], [0.25, 1.50, -3.23], [-0.66, 0.29, -4.18], [-1.43, 1.11, -2.81], [3.80, 2.91, 0.39], [2.51, 2.06, 0.23], [1.57, 1.37, 0.14], [4.55, 2.58, -0.52], [4.29, 2.62, 1.48], [3.48, 4.08, 0.33]],
  "mulliken_charge": [0.028, 1.096, -1.373, 0.640, 0.042, 0.602, -0.840, -0.410, -0.770, -1.053, 0.893, 0.461, 0.477, 0.409, 0.510, 0.375, 0.539, 0.413, 0.303, -0.618, 0.310, 0.287, -0.624, 0.328, -1.296, 0.412, 0.374, 0.359, -1.145, 0.370, 0.424, 0.381, -1.378, 0.391, 0.399, 0.473, -1.099, 0.374, 0.421, 0.320, 0.074, 0.129, -0.739, -0.090, -0.090, -0.088]
}